Formula: C2H7NO
Source: the Open Molecules 2025 dataset
Level of theory: ωB97M-V/def2-TZVPD

The geometry in XYZ format:
```
11
Properties=species:S:1:pos:R:3:forces:R:3
C -4.18698 1.93012 -1.87399 -0.8 0.9 0.4
H -5.10555 1.65160 -2.41644 0.6 -0.8 0.4
H -3.41334 1.22676 -1.60535 -0.2 -0.8 -0.5
H -3.76298 2.70183 -2.49103 0.4 0.5 -0.1
H -4.48892 2.36316 -0.91377 -0.1 0.2 -0.3
C 2.84871 -1.78834 1.48444 0.8 -2.7 1.8
N 4.18299 -1.44897 1.52449 -0.9 1.0 0.2
O 1.92112 -1.30804 2.08616 0.3 1.3 -0.4
H 2.76751 -2.87125 1.25352 -0.2 0.2 -1.3
H 4.84872 -1.82482 0.86002 -0.3 0.2 0.4
H 4.38874 -0.63203 2.09194 0.3 -0.1 -0.6
```
Positions in Å, forces in eV/Å.

Calculated values
SMILES: NC=O.C
LUMO: 0.0347 Ha
ΔE to the lowest compared entry with this formula, charge and spin: 12.64 kcal per mole
Frontier orbital gap: 11.03 eV